Formula: C5H11BrO2
Source: the Open Molecules 2025 dataset
Level of theory: wB97M-V/def2-TZVPD

Output
LUMO: 0.47 eV
F_max: 4.839 eV/A
energy above the lowest of the compared OMol25 structures with the same formula, charge and spin: 2.8196 eV
electronic energy: -79497.050 eV

Positions of all 19 atoms, in Å:
C -0.17 1.30 -1.33
C -1.75 0.34 0.59
C 1.03 -1.99 -0.12
C 1.16 -0.64 0.60
C -0.49 1.11 0.10
O -0.32 -2.45 0.14
O -0.08 1.99 0.99
Br 2.82 0.28 -0.05
H -0.78 0.58 -2.02
H -0.35 2.30 -1.60
H 0.83 0.94 -1.64
H -1.52 0.11 1.67
H -2.40 1.20 0.52
H -1.81 -0.57 -0.10
H 1.76 -2.63 0.26
H 1.08 -1.93 -1.17
H 1.17 -0.74 1.62
H -0.58 -1.96 0.87
H 0.41 2.75 0.68

Formula: C5H11BrO2S
Source: the Open Molecules 2025 dataset
Level of theory: wB97M-V/def2-TZVPD

Output
LUMO (spin up / spin down): 0.45 / 0.45 eV
F_max: 3.971 eV/A
energy above the lowest of the compared OMol25 structures with the same formula, charge and spin: 2.4262 eV
electronic energy: -90331.280 eV

Positions of all 20 atoms, in Å:
C 0.98 -0.47 2.40
C 0.41 2.43 -1.12
C -0.37 -2.42 -1.52
C 0.72 0.90 0.59
C -1.33 -0.35 -0.15
O 1.47 -0.08 1.12
O 1.26 1.45 -0.48
S -1.44 -2.12 -0.07
Br -2.78 0.46 1.03
H 1.54 -1.50 2.47
H -0.17 -0.46 2.25
H 1.28 0.32 2.99
H -0.48 1.91 -1.54
H 1.12 2.76 -1.92
H 0.10 3.08 -0.37
H -0.98 -2.08 -2.48
H 0.06 -3.42 -1.58
H 0.49 -1.67 -1.49
H -0.17 1.34 0.97
H -1.69 -0.09 -1.09

Formula: C5H11BrSi
Source: the Open Molecules 2025 dataset
Level of theory: wB97M-V/def2-TZVPD

Output
SMILES: C=C(Br)[Si](C)(C)C
LUMO: 0.81 eV
F_max: 3.645 eV/A
energy above the lowest of the compared OMol25 structures with the same formula, charge and spin: 1.0811 eV
electronic energy: -83283.086 eV

Positions of all 18 atoms, in Å:
Br 1.75 -0.66 -2.55
C 2.37 0.28 0.00
C 1.47 -0.22 -0.77
C -0.31 -1.17 1.42
C -0.63 1.71 0.49
C -1.64 -0.55 -1.48
Si -0.29 -0.03 -0.18
H 2.26 0.45 1.07
H 3.39 0.27 -0.25
H 0.39 -0.76 2.19
H 0.21 -2.11 1.17
H -1.31 -1.31 1.85
H -0.71 2.50 -0.22
H 0.34 1.87 0.98
H -1.46 1.63 1.23
H -2.58 -0.54 -0.97
H -1.71 0.26 -2.27
H -1.53 -1.63 -1.72

Formula: C5H11Cl4CuO
Source: the Open Molecules 2025 dataset
Level of theory: wB97M-V/def2-TZVPD

Output
multiplicity: 2
<S²>: 0.755
total charge: +1
LUMO (spin up / spin down): -6.84 / -8.10 eV
F_max: 1.708 eV/A
electronic energy: -102129.202 eV

Positions of all 22 atoms, in Å:
Cu 21.84 8.72 -20.02
C 19.59 6.50 -19.01
O 20.72 7.29 -18.92
H 19.10 6.78 -19.95
H 19.79 5.43 -18.97
H 18.92 6.72 -18.16
Cl 20.38 5.29 -24.11
C 21.54 5.83 -22.93
C 21.63 4.86 -21.75
Cl 22.19 3.24 -22.21
H 21.18 6.76 -22.45
H 22.55 5.97 -23.31
H 20.66 4.64 -21.30
H 22.34 5.23 -21.01
Cl 24.89 5.92 -15.75
C 23.35 6.02 -16.63
C 23.08 4.85 -17.52
Cl 22.97 3.31 -16.62
H 23.45 6.91 -17.27
H 22.52 6.23 -15.96
H 23.84 4.72 -18.28
H 22.15 5.06 -18.06